Below is a cluster of 3 separate species, C20H45BrNO10P2 in total in a non-equilibrium geometry, with properties calculated with wB97M-V/def2-TZVPD.

Each line ends with the Mulliken charge.
CARTESIAN COORDINATES (ANGSTROEM)
C 4.263 -2.339 -1.901  -0.8307
C 3.210 -1.116 -2.278  -0.4354
C 1.632 -1.546 -2.029  -0.3734
N 0.668 -0.823 -2.943  -0.3158
C -0.610 -0.410 -2.249  0.1450
C -1.460 -1.633 -1.564  -0.5680
C -2.837 -2.047 -2.368  0.0734
C -3.352 -3.511 -1.747  -0.7587
Br -2.602 -2.301 -4.343  -0.2375
C -0.347 0.832 -1.194  -0.0978
O -0.864 2.042 -1.492  -0.6307
O 0.420 0.741 0.065  -0.7233
H 5.296 -1.852 -1.631  0.2833
H 4.462 -3.047 -2.833  0.2322
H 3.934 -2.971 -0.963  0.2149
H 3.395 -0.129 -1.670  0.2636
H 3.321 -0.942 -3.438  0.2142
H 1.327 -1.516 -0.881  0.2130
H 1.566 -2.699 -2.327  0.2233
H 0.499 -1.329 -3.842  0.2787
H -1.315 0.043 -3.101  0.3442
H -1.809 -1.236 -0.496  0.2498
H -0.859 -2.621 -1.387  0.1932
H -3.662 -1.273 -2.062  0.3902
H -2.535 -3.997 -1.026  0.1394
H -4.373 -3.382 -1.147  0.2166
H -3.563 -4.309 -2.585  0.3075
O -0.112 8.583 0.429  -0.7722
P -0.718 8.150 -0.929  1.0360
O 0.758 7.720 -1.579  -0.3939
C 1.704 6.983 -0.814  -0.2513
C 1.383 5.500 -0.786  -1.0199
O -0.793 9.674 -1.588  -0.3284
C -0.683 10.842 -0.795  -0.2754
C 0.765 11.281 -0.672  -1.0150
O -1.396 7.668 -2.445  -0.3232
C -1.260 6.349 -2.936  -0.1128
C -2.116 5.370 -2.166  -1.0043
H 1.796 7.368 0.205  0.2990
H 2.681 7.126 -1.287  0.3071
H 0.386 5.321 -0.376  0.1514
H 2.112 4.957 -0.178  0.4632
H 1.406 5.078 -1.795  0.2523
H -1.154 10.703 0.183  0.3101
H -1.249 11.630 -1.303  0.3325
H 1.394 10.503 -0.229  0.2518
H 0.845 12.181 -0.055  0.3745
H 1.187 11.495 -1.660  0.2602
H -0.216 6.042 -2.958  0.1866
H -1.589 6.364 -3.981  0.3549
H -1.882 5.388 -1.098  0.2756
H -1.975 4.355 -2.546  0.3126
H -3.176 5.633 -2.265  0.3269
O -0.112 -5.308 5.071  -0.7639
P -0.718 -5.740 3.713  0.9535
O 0.758 -6.171 3.063  -0.3408
C 1.704 -6.908 3.828  -0.3218
C 1.383 -8.390 3.856  -0.9923
O -0.793 -4.217 3.054  -0.2630
C -0.683 -3.049 3.846  -0.3301
C 0.765 -2.610 3.970  -0.9591
O -1.396 -6.223 2.196  -0.2991
C -1.260 -7.541 1.706  -0.1188
C -2.116 -8.520 2.475  -1.1038
H 1.796 -6.522 4.846  0.3158
H 2.681 -6.764 3.355  0.3185
H 0.386 -8.570 4.266  0.1774
H 2.112 -8.934 4.464  0.4010
H 1.406 -8.812 2.846  0.2642
H -1.154 -3.187 4.825  0.3230
H -1.249 -2.261 3.338  0.3744
H 1.394 -3.387 4.413  0.2579
H 0.845 -1.710 4.586  0.3822
H 1.187 -2.396 2.981  0.2124
H -0.216 -7.849 1.684  0.2005
H -1.589 -7.527 0.661  0.3472
H -1.882 -8.502 3.543  0.2802
H -1.975 -9.536 2.095  0.3540
H -3.176 -8.257 2.377  0.3211

Summary:
total charge: -1

Below is the molecule C19H25ClN4O2S, with properties calculated with wB97M-V/def2-TZVPD.

Each line ends with the Mulliken charge.
CARTESIAN COORDINATES (ANGSTROEM)
C 6.669 0.943 -0.134  -1.2994
H 7.712 1.221 -0.262  0.4241
H 6.111 1.837 0.132  0.3320
H 6.592 0.228 0.680  0.3340
C 6.145 0.314 -1.420  -0.4353
N 4.848 -0.314 -1.232  0.0078
C 3.773 0.649 -1.071  -1.1418
C 2.471 -0.086 -0.766  -0.6894
N 2.158 -0.965 -1.871  0.3561
C 3.212 -1.945 -2.017  -0.6328
C 4.518 -1.215 -2.320  -0.9267
H 5.324 -1.946 -2.427  0.5070
H 4.407 -0.672 -3.276  0.2996
H 2.970 -2.614 -2.846  0.3881
H 3.353 -2.549 -1.104  0.3335
C 0.804 -1.481 -1.917  -0.4142
C -0.159 -0.390 -2.333  0.3933
C -1.532 -0.487 -2.126  -0.6510
C -2.354 0.539 -2.570  -0.4319
C -1.777 1.626 -3.207  -0.4017
N -0.476 1.721 -3.424  -0.6790
C 0.301 0.740 -3.006  -0.3022
H 1.355 0.850 -3.220  0.4925
H -2.374 2.454 -3.566  0.3940
H -3.422 0.488 -2.421  0.4470
H -1.965 -1.336 -1.622  0.6354
C 0.339 -2.227 -0.639  -1.5135
N -0.093 -1.332 0.420  -0.1232
S -1.406 -1.842 1.332  1.4098
O -0.983 -2.641 2.448  -0.6769
O -2.359 -2.406 0.423  -0.6584
C -2.011 -0.278 1.953  -0.3462
C -2.372 -0.179 3.283  -0.2641
C -2.868 1.018 3.770  -0.7236
C -2.993 2.099 2.908  0.3751
C -2.627 1.999 1.571  -0.9129
C -2.133 0.797 1.094  0.3103
H -1.841 0.687 0.062  0.1942
H -2.728 2.851 0.917  0.4641
Cl -3.610 3.592 3.505  -0.2056
H -3.157 1.116 4.805  0.4263
H -2.254 -1.042 3.919  0.4846
H 0.652 -1.047 1.037  0.3298
H -0.526 -2.847 -0.879  0.8426
H 1.143 -2.891 -0.305  0.3547
H 0.799 -2.232 -2.721  0.5891
H 1.659 0.631 -0.635  0.5191
H 2.614 -0.647 0.175  0.2792
H 4.011 1.312 -0.239  0.4912
H 3.641 1.259 -1.983  0.2890
H 6.114 1.073 -2.223  0.3098
H 6.840 -0.470 -1.730  0.4165

Summary:
total charge: 0
SMILES string: CCN1CCN([C@@H](CNS(=O)(=O)c2ccc(Cl)cc2)c2cccnc2)CC1
energy above the lowest of the compared OMol25 structures with the same formula, charge and spin: 40.4 kcal/mol

Below is the molecule C3H5O4P in a non-equilibrium geometry, with properties calculated with wB97M-V/def2-TZVPD.

Each line ends with the Mulliken charge.
CARTESIAN COORDINATES (ANGSTROEM)
C -0.100 1.540 -0.340  -0.1168
C -0.376 0.325 0.046  0.0223
C -1.354 -0.905 -0.956  0.4900
O -1.956 -0.729 -1.958  -0.4309
O 0.654 2.313 0.535  -0.4810
O -0.059 -0.304 1.191  -0.5546
O 0.708 -2.591 0.065  -0.4432
P -0.905 -2.546 -0.081  0.0868
H -0.373 2.021 -1.267  0.4082
H 1.006 2.957 0.025  0.3037
H -0.355 0.441 1.731  0.3138
H 1.082 -1.964 0.710  0.3803
H -0.619 -3.229 -1.251  0.0214

Summary:
total charge: 0
SMILES string: O=C(PO)/C(O)=C/O
energy above the lowest of the compared OMol25 structures with the same formula, charge and spin: 65.4 kcal/mol

Below is a structure of composition C31H58HfN2O3SSbSi2, with properties calculated with wB97M-V/def2-TZVPD.

Each line ends with the Mulliken charge.
CARTESIAN COORDINATES (ANGSTROEM)
Hf 0.246 -0.260 -0.379  -0.5065
C -1.749 -0.962 -2.962  -1.6056
N -0.819 -1.468 -1.946  1.0393
C -0.510 -2.742 -2.051  -0.3117
C 0.465 -3.272 -1.204  -0.1986
C 0.994 -4.554 -1.004  -1.3467
C 1.925 -4.428 0.023  -1.0847
C 1.929 -3.082 0.401  -0.6083
N 1.058 -2.371 -0.335  1.7158
C -1.124 -0.782 -4.332  0.3966
C 0.250 -0.784 -4.535  -0.1057
C 0.776 -0.564 -5.803  -0.3901
C -0.066 -0.342 -6.879  -0.6657
C -1.442 -0.346 -6.685  -0.5767
C -1.964 -0.567 -5.422  -0.5591
H -2.134 0.000 -2.626  0.3922
H -2.607 -1.637 -3.043  0.7365
H -1.018 -3.367 -2.783  0.5093
H 0.719 -5.449 -1.538  0.5748
H 2.531 -5.210 0.452  0.5126
H 2.513 -2.603 1.173  0.5563
H 0.924 -0.963 -3.706  0.1539
H 1.849 -0.571 -5.949  0.3418
H 0.344 -0.173 -7.866  0.4308
H -2.108 -0.180 -7.522  0.4044
H -3.039 -0.571 -5.279  0.4239
C 0.347 3.110 3.204  -1.5309
C -0.936 2.387 3.583  1.7644
C -1.332 2.707 5.015  -1.8422
C -2.059 2.734 2.616  -1.3984
O -0.731 0.957 3.555  0.4758
Si -0.070 -0.205 2.673  -1.0458
S 1.658 0.314 1.614  -0.8558
O 0.025 -1.580 3.502  0.4885
C 0.785 -1.959 4.681  1.5760
C 1.965 -2.786 4.189  -1.4960
C 1.261 -0.727 5.436  -1.5018
C -0.156 -2.791 5.534  -1.7379
O -1.074 -0.598 1.334  1.6132
C -2.415 -1.295 1.470  1.7546
C -2.146 -2.775 1.279  -1.2224
C -3.008 -1.024 2.842  -1.3592
C -3.306 -0.706 0.395  -1.8350
H 0.219 4.182 3.353  0.5278
H 0.608 2.937 2.159  0.1169
H 1.175 2.771 3.829  0.3090
H -1.566 3.768 5.114  0.4348
H -0.516 2.469 5.699  0.3766
H -2.211 2.129 5.303  0.3480
H -2.205 3.815 2.588  0.5884
H -2.998 2.276 2.928  0.2965
H -1.817 2.399 1.604  0.1611
H 2.616 -2.174 3.561  0.2303
H 1.612 -3.638 3.607  0.2739
H 2.550 -3.156 5.033  0.4974
H 1.915 -0.113 4.809  0.2353
H 1.832 -1.033 6.312  0.5529
H 0.415 -0.122 5.766  0.2748
H -0.526 -3.646 4.967  0.2891
H -1.006 -2.188 5.860  0.3475
H 0.361 -3.162 6.420  0.5052
H -1.452 -3.130 2.040  -0.0705
H -1.728 -2.987 0.295  0.1501
H -3.084 -3.325 1.375  0.5689
H -2.388 -1.433 3.638  0.1417
H -3.979 -1.519 2.884  0.6325
H -3.161 0.040 3.009  0.1361
H -2.909 -0.884 -0.605  0.2688
H -3.439 0.366 0.549  0.2685
H -4.286 -1.182 0.451  0.6191
C 3.613 2.365 -0.945  -1.1965
Sb 2.958 0.447 -1.569  0.5344
C 4.460 -0.761 -0.675  -1.2356
C 3.585 0.381 -3.603  -1.3293
H 4.536 2.628 -1.462  0.4878
H 3.793 2.330 0.128  0.3892
H 2.853 3.116 -1.154  0.2923
H 5.445 -0.403 -0.971  0.4793
H 4.346 -1.800 -0.978  0.3791
H 4.362 -0.691 0.408  0.3125
H 4.636 0.666 -3.646  0.6078
H 2.994 1.073 -4.199  0.3577
H 3.476 -0.628 -3.998  0.3754
C -0.662 4.628 -1.742  -1.2288
Si -0.686 2.894 -2.474  -0.2804
C -2.231 2.684 -3.530  -0.8821
C 0.810 2.718 -3.602  -0.1578
C -0.688 1.658 -1.054  -0.4111
H -0.598 5.397 -2.515  0.3493
H 0.197 4.756 -1.076  0.3157
H -1.563 4.822 -1.154  0.3271
H -2.360 3.561 -4.168  0.4346
H -3.136 2.589 -2.924  0.3222
H -2.165 1.818 -4.192  0.1756
H 0.737 3.438 -4.422  0.4871
H 0.855 1.721 -4.048  -0.3366
H 1.752 2.919 -3.082  0.2302
H -1.756 1.461 -0.853  -0.0370
H -0.349 2.235 -0.170  0.0816

Summary:
total charge: +1
energy above the lowest of the compared OMol25 structures with the same formula, charge and spin: 0.0 kcal/mol

Number 1: HOMO energy -4.32 eV, LUMO -0.2 eV. Number 2: HOMO energy -8.79 eV, LUMO 0.4 eV. Number 3: HOMO energy -8.42 eV, LUMO 0.4 eV. Number 4: HOMO energy -11.01 eV, LUMO -3.4 eV.